Run i
C4H6N2O | the ωB97M-V functional and the def2-TZVPD basis

SMILES   C1=NN2C[C@H]2CO1
Orbital gap   9.58 eV
E_HOMO   -8.7122 eV

```
! RIJCOSX wB97M-V def2-TZVPD def2/J DEFGRID3
* xyz 0 1
C -1.7911 0.1509 0.2006
N -1.2534 0.9868 -0.4811
N 0.0462 1.0587 -0.9071
C 0.9549 1.0385 0.3278
C 0.8397 -0.1778 -0.5007
C 0.1376 -1.2586 -0.0743
O -1.2567 -1.0557 0.3797
H -2.6979 0.5382 0.7017
H 2.0096 1.6058 0.2868
H 0.7375 1.2832 1.2700
H 1.5177 -0.3681 -1.2246
H 0.1450 -2.0236 -0.8577
H 0.6109 -1.7784 0.8790
*
```

Atom charges from the Mulliken analysis, given in e for atoms 1 to 2: number 1, C, carries 0.086; number 2, N, carries -0.322


Run ii
C4H6N2O | the ωB97M-V functional and the def2-TZVPD basis

SMILES   C=N/N=C(/C)C=O
Orbital gap   9.79 eV
E_HOMO   -9.5855 eV

```
! RIJCOSX wB97M-V def2-TZVPD def2/J DEFGRID3
* xyz 0 1
C -2.2244 -0.8565 -0.4461
N -1.9464 -0.1472 0.5469
N -0.9681 0.7066 0.3616
C 0.2681 0.3787 0.3287
C 1.3676 1.3440 0.0448
C 0.6425 -1.0286 0.5980
O 1.4303 -1.7545 0.0758
H -1.6613 -0.8827 -1.4647
H -3.1153 -1.5508 -0.5265
H 1.2930 2.0373 -0.7190
H 2.2227 0.6461 -0.3487
H 1.7840 1.7721 0.8945
H 0.2314 -1.2506 1.6957
*
```

Atom charges from the Mulliken analysis, given in e for atoms 1 to 2: number 1, C, carries -0.230; number 2, N, carries -0.550


Least stable: run i


Run i
C4H6N2O | the ωB97M-V functional and the def2-TZVPD basis

Orbital gap   8.91 eV
E_HOMO   -8.2436 eV

```
! RIJCOSX wB97M-V def2-TZVPD def2/J DEFGRID3
* xyz 0 1
C -2.2532 0.4526 0.2092
C -1.0084 -0.2347 0.4674
C -0.3395 -0.9928 -0.4721
N 0.9564 -0.8472 -0.6859
C 1.4039 0.1730 0.0854
N 2.7414 0.3993 -0.0056
O 0.6054 0.8396 0.8141
H -2.3114 1.0893 -0.6987
H -2.5875 -0.6405 0.1740
H -2.8767 0.8479 1.0102
H -0.8265 -1.8088 -1.0190
H 3.2186 1.0258 0.6170
H 3.2778 -0.3034 -0.4961
*
```

Atom charges from the Mulliken analysis, given in e for atoms 1 to 2: number 1, C, carries -0.563; number 2, C, carries 0.155


Run ii
C4H6N2O | the ωB97M-V functional and the def2-TZVPD basis

SMILES   CC1=N[C@@H]1C(N)=O
Orbital gap   10.57 eV
E_HOMO   -9.7920 eV

```
! RIJCOSX wB97M-V def2-TZVPD def2/J DEFGRID3
* xyz 0 1
C -2.3981 -0.0977 0.0987
C -1.0529 0.3137 -0.3599
N -0.5126 1.0620 -1.2021
C 0.3448 0.5655 -0.0491
C 1.4946 -0.3091 -0.4777
N 2.5092 -0.4037 0.4367
O 1.5577 -0.8136 -1.5815
H -3.1207 -0.0358 -0.7197
H -2.4059 -1.0924 0.5456
H -2.6907 0.6203 0.8745
H 0.5835 1.2997 0.7249
H 2.3597 -0.2150 1.4151
H 3.2982 -0.9763 0.1752
*
```

Atom charges from the Mulliken analysis, given in e for atoms 1 to 2: number 1, C, carries -0.952; number 2, C, carries 0.328


Least stable: run i


Run i
C4H6N2O | the ωB97M-V functional and the def2-TZVPD basis

SMILES   [H]/N=C(\C#N)OCC
Orbital gap   10.70 eV
E_HOMO   -10.3862 eV

```
! RIJCOSX wB97M-V def2-TZVPD def2/J DEFGRID3
* xyz 0 1
H 2.4205 -1.4387 -0.4486
N 1.5587 -1.1090 -0.0561
C 1.3949 0.1367 0.1514
C 2.4441 1.1261 0.0983
N 3.3607 1.8297 0.0243
O 0.1755 0.6113 0.3736
C -0.7879 -0.4518 0.1216
C -2.1294 0.2371 -0.1755
H -0.0536 -1.1771 -0.4408
H -0.8741 -1.0166 1.0502
H -2.1200 0.9188 -1.0316
H -2.9117 -0.5038 -0.3509
H -2.4776 0.8371 0.6842
*
```

Atom charges from the Mulliken analysis, given in e for atoms 1 to 2: number 1, H, carries 0.218; number 2, N, carries -0.591


Run ii
C4H6N2O | the ωB97M-V functional and the def2-TZVPD basis

Orbital gap   7.83 eV
E_HOMO   -7.1187 eV

```
! RIJCOSX wB97M-V def2-TZVPD def2/J DEFGRID3
* xyz 0 1
N -2.2241 0.6929 -0.2320
C -0.8679 0.2244 0.0373
C -0.2757 -0.9568 -0.1269
N 1.1239 -1.0714 0.0730
C 1.9129 0.0014 0.1537
O 3.1419 -0.4449 0.5066
C -1.0262 1.5674 0.3450
H -2.5209 0.7039 -1.2042
H -2.9680 0.5065 0.4298
H -0.8051 -1.8568 -0.4166
H 1.4988 -1.9963 0.2764
H 3.6946 0.3427 0.5581
H -0.6842 2.2869 -0.4001
*
```

Atom charges from the Mulliken analysis, given in e for atoms 1 to 2: number 1, N, carries -0.239; number 2, C, carries 0.221


Run iii
C4H6N2O | the ωB97M-V functional and the def2-TZVPD basis

SMILES   [H]/N=C1\CCO\C1=N\[H]
Orbital gap   10.48 eV
E_HOMO   -10.1425 eV

```
! RIJCOSX wB97M-V def2-TZVPD def2/J DEFGRID3
* xyz 0 1
H 1.8746 -1.3965 0.6481
N 1.0150 -1.3833 1.1834
C 0.3395 -0.6001 0.4551
C 0.7652 0.0731 -0.8451
C -0.2505 1.2102 -0.9019
O -1.3962 0.7738 -0.1568
C -1.0633 -0.1786 0.7484
N -1.8732 -0.5877 1.6250
H -1.4193 -1.3159 2.1789
H 0.6463 -0.6141 -1.6961
H 1.8021 0.4469 -0.8978
H -0.5971 1.4567 -1.9051
H 0.1570 2.1155 -0.4363
*
```

Atom charges from the Mulliken analysis, given in e for atoms 1 to 2: number 1, H, carries 0.278; number 2, N, carries -0.689


Least stable: run ii


Run i
C5H8N | the ωB97M-V functional and the def2-TZVPD basis

SMILES   CC1=CC=[N+]1C
Orbital gap   9.11 eV
E_HOMO   -14.4341 eV

```
! RIJCOSX wB97M-V def2-TZVPD def2/J DEFGRID3
* xyz 1 1
C -1.8424 -0.8806 -0.0022
C -0.9903 0.2643 0.0172
C -0.7652 1.5796 0.0080
C 0.6987 1.4774 -0.0144
N 0.8183 0.2007 0.0115
C 1.8624 -0.7349 0.0095
H -2.6256 -0.7682 0.7536
H -1.2916 -1.7991 0.2043
H -2.3259 -0.9912 -0.9791
H -1.4296 2.4243 0.0077
H 1.4943 2.2113 -0.0476
H 2.8066 -0.2442 -0.2345
H 1.6482 -1.5181 -0.7203
H 1.9423 -1.2212 0.9863
*
```

Atom charges from the Mulliken analysis, given in e for atoms 1 to 2: number 1, C, carries -1.051; number 2, C, carries 0.546


Run ii
C5H8N | the ωB97M-V functional and the def2-TZVPD basis

SMILES   C=C/C=[NH+]/C=C
Orbital gap (alpha / beta)   8.34 / 8.34 eV
E_HOMO (alpha / beta)   -14.3200 / -14.3195 eV

```
! RIJCOSX wB97M-V def2-TZVPD def2/J DEFGRID3
* xyz 1 1
C 2.4690 0.7820 -0.0123
C 1.8654 -0.4475 0.0807
C 0.5729 -0.8899 -0.2467
N -0.3933 -0.0274 -0.4573
C -1.7066 -0.3816 -0.0516
C -2.6784 0.4261 0.0998
H 2.2783 1.5515 -0.6976
H 3.2319 0.9514 0.7145
H 2.1285 -1.0855 0.8308
H 0.3432 -1.9616 -0.2355
H -0.1078 0.8875 -0.5615
H -1.8334 -1.3955 0.2167
H -3.6592 0.0102 0.2793
H -2.5106 1.5803 0.0408
*
```

Atom charges from the Mulliken analysis, given in e for atoms 1 to 2: number 1, C, carries -0.584; number 2, C, carries -0.301


Run iii
C5H8N | the ωB97M-V functional and the def2-TZVPD basis

Orbital gap   8.74 eV
E_HOMO   -16.0513 eV

```
! RIJCOSX wB97M-V def2-TZVPD def2/J DEFGRID3
* xyz 1 1
C 0.7248 0.0671 0.0959
C -1.4938 -0.6031 0.0848
C -1.3442 0.9186 0.0645
C -0.1166 -1.0238 0.0733
C 2.2007 0.1478 0.0117
N 0.0263 1.1734 0.0834
H -2.4240 -0.9797 0.6856
H -1.9058 -0.8116 -0.9089
H -1.8498 1.3927 -0.8217
H -2.0537 1.4668 0.6395
H 0.3283 -1.9692 -0.0200
H 2.6632 -0.5183 -0.8896
H 2.5522 -0.3119 0.8350
H 2.6924 1.0513 0.0666
*
```

Atom charges from the Mulliken analysis, given in e for atoms 1 to 2: number 1, C, carries 0.629; number 2, C, carries -0.360


Least stable: run iii


Run i
C7H7N | the ωB97M-V functional and the def2-TZVPD basis

Orbital gap (alpha / beta)   7.64 / 7.79 eV
E_HOMO (alpha / beta)   -8.2637 / -7.9933 eV

```
! RIJCOSX wB97M-V def2-TZVPD def2/J DEFGRID3
* xyz 0 1
C -2.3691 -0.5613 -0.3553
C 1.8374 0.9527 1.1768
C 0.4527 0.7362 0.8604
C 2.5227 -0.1333 0.6810
C 0.4970 -0.1988 -0.1147
C -3.1094 0.0557 0.6262
C -1.7156 -1.2779 -1.1672
N 1.7632 -0.7919 -0.2049
H 2.2978 1.5464 1.9046
H -0.3983 1.3282 1.2933
H 3.5636 -0.3424 0.6077
H -3.6505 0.8565 0.3127
H -2.8304 -0.2479 1.6105
H -1.1137 -1.9132 -1.8464
H 1.8029 -1.5907 -0.8074
*
```

Atom charges from the Mulliken analysis, given in e for atoms 1 to 2: number 1, C, carries 0.385; number 2, C, carries -0.820


Run ii
C7H7N | the ωB97M-V functional and the def2-TZVPD basis

SMILES   C[C@H]1C=CC=C1C#N
Orbital gap   8.15 eV
E_HOMO   -8.9002 eV

```
! RIJCOSX wB97M-V def2-TZVPD def2/J DEFGRID3
* xyz 0 1
C -0.6873 0.2113 -1.6306
C -0.2136 -0.5104 -0.4391
C 1.3306 -0.2979 -0.3939
C 1.7355 -0.2215 0.8934
C 0.4792 0.0594 1.6888
C -0.7111 -0.1617 0.9371
C -1.9122 0.3720 1.2553
N -2.7665 1.2870 1.7827
H -0.5549 1.3116 -1.5098
H -1.7684 -0.1059 -1.8529
H 0.0269 0.0231 -2.7070
H -0.5977 -1.6424 -0.5525
H 2.1579 -0.7298 -1.0909
H 2.7535 -0.1719 1.1249
H 0.7281 0.5772 2.4946
*
```

Atom charges from the Mulliken analysis, given in e for atoms 1 to 2: number 1, C, carries -1.284; number 2, C, carries 0.900


Run iii
C7H7N | the ωB97M-V functional and the def2-TZVPD basis

SMILES   c1ccncc1.C#C
Orbital gap   8.69 eV
E_HOMO   -7.9527 eV

```
! RIJCOSX wB97M-V def2-TZVPD def2/J DEFGRID3
* xyz 0 1
C 2.2052 0.0794 0.0101
C 1.4899 1.2212 -0.1480
C 0.0817 1.0814 -0.3115
N -0.5146 -0.0930 -0.2586
C 0.2102 -1.2860 -0.2266
C 1.5837 -1.1251 0.0752
H 3.2527 -0.0667 0.4476
H 1.7507 2.3382 -0.3082
H -0.6488 2.0817 -0.2880
H -0.5239 -2.1523 0.0515
H 2.2496 -1.9919 0.4251
C -2.8577 -0.5379 -0.1987
C -2.7583 0.5747 0.2457
H -2.8655 -1.4131 -0.7129
H -2.6552 1.2893 1.1970
*
```

Atom charges from the Mulliken analysis, given in e for atoms 1 to 2: number 1, C, carries -0.161; number 2, C, carries -0.390


Least stable: run i


Run i
C7H7N | the ωB97M-V functional and the def2-TZVPD basis

Orbital gap   8.67 eV
E_HOMO   -8.4577 eV

```
! RIJCOSX wB97M-V def2-TZVPD def2/J DEFGRID3
* xyz 0 1
C 1.5370 0.5598 -0.7726
C 1.5806 -0.6517 -0.2107
C 0.1856 1.1846 -0.6502
C 0.1684 -1.1456 -0.3219
C 0.5923 -1.6824 -1.5365
C -0.6259 0.1561 -0.2459
C -1.5520 0.2375 0.7810
N 1.0572 -2.0062 -2.5376
H 2.2830 1.2297 -1.1195
H 2.3450 -1.4724 -0.1616
H -0.1489 2.2311 -0.6619
H -0.2064 -1.8018 0.5280
H -1.3575 -0.3097 1.7398
H -2.6230 -0.1588 0.5972
H -1.7173 1.3398 1.0130
*
```

Atom charges from the Mulliken analysis, given in e for atoms 1 to 2: number 1, C, carries -0.475; number 2, C, carries -0.679


Run ii
C7H7N | the ωB97M-V functional and the def2-TZVPD basis

SMILES   c1ccncc1.C#C
Orbital gap   10.68 eV
E_HOMO   -9.9468 eV

```
! RIJCOSX wB97M-V def2-TZVPD def2/J DEFGRID3
* xyz 0 1
C -1.8267 1.5771 1.3073
C -2.0145 0.1769 1.1083
C -1.0322 -0.4889 0.4551
N 0.1232 0.0033 -0.0673
C 0.2532 1.2909 0.2017
C -0.6041 2.1147 0.9492
H -2.4476 2.2332 1.8934
H -2.9344 -0.3461 1.4078
H -1.0720 -1.5557 0.2914
H 1.1109 1.7518 -0.3110
H -0.3515 3.1124 1.0083
C 2.9279 -2.7726 -2.2818
C 2.2141 -1.9922 -1.7075
H 3.5153 -3.3673 -3.0749
H 1.8113 -1.2874 -0.9375
*
```

Atom charges from the Mulliken analysis, given in e for atoms 1 to 2: number 1, C, carries -0.232; number 2, C, carries -0.510


Least stable: run i